1.
# C3H14N2O

A 3-piece molecular cluster, C3H14N2O overall (ωB97M-V/def2-TZVPD, OMol25).

Results
Total energy = -306.74963 Ha
Total charge = +2

CARTESIAN COORDINATES (ANGSTROEM)
C  -1.4018  -0.4878  0.1714
C  -0.9380  0.3525  -1.2150
C  0.4126  0.6784  -0.6566
N  1.0976  1.9879  -1.9975
N  -0.3755  -1.4840  0.5707
H  -1.7573  0.1861  0.9793
H  -2.2705  -0.9394  -0.2934
H  -1.1608  -0.2296  -2.0899
H  -1.5641  1.2345  -1.3175
H  1.3916  0.1781  -0.6799
H  0.4008  1.4972  0.0591
H  2.0783  2.2913  -2.0010
H  0.6831  2.8990  -1.6807
H  0.8142  1.9614  -2.9914
H  -0.7942  -2.3781  0.8960
H  0.2238  -1.6691  -0.2324
H  0.2711  -1.0485  1.4462
H  1.4626  -1.6890  3.0515
H  0.8015  -0.3031  3.3579
O  0.7602  -1.0839  2.7660

Cartesian forces (eV/Å) of the 3 atoms listed first:
C -1.415 1.227 -2.332
C 0.574 -0.773 3.587
C 1.281 3.732 -4.067

---

2.
# C4H4O2

An isolated molecule of C4H4O2 (ωB97M-V/def2-TZVPD, OMol25).

Results
Total energy = -305.11053 Ha

CARTESIAN COORDINATES (ANGSTROEM)
O  -2.1489  -0.1706  -0.6827
C  -1.1575  0.0509  0.1929
C  -0.1412  -0.9025  0.4123
O  -0.1195  -2.1008  0.0878
C  0.9960  -0.0663  0.4570
C  1.8808  0.7883  0.0643
H  -1.9349  -0.9797  -1.1804
H  -1.2655  0.9779  0.7444
H  0.9777  1.2949  -0.3681
H  2.9129  1.1080  0.2725

Cartesian forces (eV/Å) of the 3 atoms listed first:
O 0.509 0.024 -0.143
C -0.122 -0.318 0.668
C -0.092 -0.120 0.119

---

3.
# CHFOS2

An isolated molecule of CHFOS2 (ωB97M-V/def2-TZVPD, OMol25).

Results
Total energy = -1010.12283 Ha
SMILES = FC(=S)OS

CARTESIAN COORDINATES (ANGSTROEM)
F  -0.8591  0.6574  -0.6223
C  0.0465  0.8161  0.3416
S  0.3948  2.1478  1.2405
O  0.8421  -0.3134  0.4308
S  0.1940  -1.8467  -0.1907
H  -0.6182  -1.4612  -1.1998

Cartesian forces (eV/Å) of the 3 atoms listed first:
F 0.095 0.707 0.708
C 2.074 -0.652 0.674
S -0.849 -1.390 -1.205

---

> Which formula does entry 2 have?

C4H4O2